Entry 1:
ORCA calculation (the ωB97M-V functional and the def2-TZVPD basis) on a cluster of 2 separate species, C4H10N4 in total in a non-equilibrium geometry.

Element x y z (Å)
C  -4.45  1.10  -0.71
C  1.25  0.50  -0.42
C  2.03  0.93  0.71
C  -0.69  -1.55  0.57
N  -0.05  0.48  -0.23
N  -3.48  0.56  -0.44
N  1.82  0.22  -1.53
N  -0.96  -0.28  0.07
H  -5.42  1.51  -0.94
H  3.09  0.98  0.42
H  1.94  0.23  1.52
H  1.79  2.01  1.00
H  0.34  -1.80  0.14
H  -0.30  -1.63  1.69
H  -1.49  -2.28  0.49
H  2.75  0.44  -1.60
H  1.35  -0.05  -2.30
H  -2.53  0.17  -0.19

Results
Strongest force on any atom ... 0.100 Eh/bohr
E_tot ... -10249.6271 eV
2S+1 ... 1
Relative energy (zero: lowest compared OMol25 entry of this formula, charge and spin) ... 85.6 kcal per mole
Net charge ... +2
Highest occupied orbital energy ... -18.75 eV
Gap between HOMO and LUMO ... 9.8 eV

***

Entry 2:
ORCA calculation (the ωB97M-V functional and the def2-TZVPD basis) on a structure of composition C4H10N4O in a non-equilibrium geometry.

Element x y z (Å)
C  2.09  -0.28  -1.64
C  1.92  0.91  0.48
C  -0.63  -1.29  0.58
C  -1.88  -0.19  0.29
H  2.84  0.71  -1.98
H  2.88  -0.89  -1.09
H  1.66  -0.90  -2.46
H  1.04  1.73  1.17
H  2.34  -0.16  1.20
H  2.68  1.44  -0.26
H  1.38  -1.60  0.27
H  -1.73  0.87  -0.22
H  -4.82  0.66  1.09
H  -3.65  1.70  0.70
N  1.14  0.19  -0.53
N  0.51  -0.98  -0.12
N  -3.01  -0.23  0.87
N  -4.02  0.72  0.59
O  -0.75  -2.41  1.05

Results
Strongest force on any atom ... 0.112 Eh/bohr
E_tot ... -12311.4239 eV
2S+1 ... 1
Relative energy (zero: lowest compared OMol25 entry of this formula, charge and spin) ... 164.0 kcal per mole
Highest occupied orbital energy ... -9.30 eV
Gap between HOMO and LUMO ... 9.9 eV